Molecular formula: C53H51CaN6P2S2SeTe
Method: DFT, ωB97M-V/def2-TZVPD

## Properties
Charge: -1
Orbital gap: 4.71 eV
Largest force on an atom: 0.01634 Eh/bohr

Last column: Löwdin charge in e.
Element x y z (Å)
Ca -1.1628 -0.0264 -0.3901  0.570
C 2.8851 1.7366 1.3457  -0.332
N 3.0515 0.3326 1.7046  -0.197
C 3.3430 -0.5630 0.6041  -0.299
P 1.9542 -0.8758 -0.6242  1.034
C 2.7696 -0.4411 -2.1944  -0.399
C 2.1287 0.4719 -3.0275  -0.137
C 2.7035 0.8378 -4.2388  -0.073
C 3.9193 0.2965 -4.6247  -0.095
C 4.5748 -0.6042 -3.7917  -0.093
C 4.0046 -0.9650 -2.5819  -0.117
C 1.9314 -2.7045 -0.6098  -0.388
C 2.2069 -3.5155 -1.7053  -0.105
C 2.0663 -4.8940 -1.6182  -0.087
C 1.6380 -5.4808 -0.4362  -0.096
C 1.3402 -4.6793 0.6589  -0.085
C 1.4808 -3.3039 0.5681  -0.112
C 3.6991 0.0156 2.9200  -0.245
C 3.3651 -1.1800 3.5631  -0.024
C 3.9581 -1.5338 4.7609  -0.090
C 4.8909 -0.6965 5.3604  -0.113
C 5.2275 0.4910 4.7315  -0.096
C 4.6480 0.8436 3.5204  -0.030
P 1.0461 2.0710 1.0813  0.928
C 1.1280 3.8885 1.0221  -0.426
C 1.8569 4.4633 -0.0189  -0.129
C 1.9392 5.8415 -0.1523  -0.098
C 1.2738 6.6654 0.7440  -0.106
C 0.5248 6.1018 1.7674  -0.091
C 0.4492 4.7237 1.9039  -0.116
C 0.6028 1.7222 2.8459  -0.373
C -0.4149 0.8138 3.1218  -0.120
C -0.7343 0.4589 4.4265  -0.081
C -0.0439 1.0245 5.4878  -0.101
C 0.9653 1.9433 5.2339  -0.090
C 1.2810 2.2850 3.9269  -0.110
H 3.4588 1.9857 0.4428  0.087
H 3.2565 2.3717 2.1446  0.058
H 3.6297 -1.5328 1.0068  0.085
H 4.1978 -0.1863 0.0189  0.089
H 1.1894 0.9298 -2.7244  0.002
H 2.1918 1.5537 -4.8695  0.108
H 4.3656 0.5815 -5.5698  0.097
H 5.5294 -1.0224 -4.0867  0.097
H 4.5177 -1.6732 -1.9403  0.108
H 2.5186 -3.0720 -2.6413  0.087
H 2.2831 -5.5044 -2.4868  0.098
H 1.5254 -6.5561 -0.3707  0.095
H 0.9797 -5.1214 1.5793  0.101
H 1.1985 -2.6857 1.4157  0.091
H 2.6059 -1.8131 3.1213  0.101
H 3.6684 -2.4587 5.2444  0.099
H 5.3418 -0.9654 6.3068  0.092
H 5.9583 1.1528 5.1805  0.097
H 4.9399 1.7682 3.0415  0.105
H 2.3396 3.8307 -0.7548  0.092
H 2.4965 6.2686 -0.9768  0.096
H 1.3240 7.7419 0.6339  0.091
H -0.0211 6.7383 2.4535  0.095
H -0.1677 4.2912 2.6805  0.094
H -0.9954 0.3699 2.3224  0.033
H -1.5303 -0.2558 4.5978  0.100
H -0.2917 0.7556 6.5076  0.094
H 1.5128 2.3934 6.0534  0.097
H 2.0644 3.0145 3.7553  0.104
S -4.6806 -2.7334 1.6853  0.968
C -3.3371 -3.1985 2.6265  -0.462
C -2.1878 -2.6288 2.1596  -0.272
C -2.3166 -1.7895 1.0059  -0.252
C -3.6536 -1.7571 0.6564  -0.566
C -4.2971 -1.0013 -0.4344  -0.325
C -5.6857 -0.9669 -0.6013  -0.049
C -6.2288 -0.2181 -1.6250  -0.069
C -5.3897 0.4749 -2.4845  -0.068
C -4.0263 0.3713 -2.2823  -0.162
N -3.4973 -0.3534 -1.2972  -0.005
H -3.4548 -3.8574 3.4734  0.049
H -1.2378 -2.8132 2.6525  0.074
H -6.3326 -1.4952 0.0854  0.074
H -7.3044 -0.1684 -1.7427  0.103
H -5.7707 1.0902 -3.2875  0.099
H -3.3113 0.9025 -2.9004  0.029
Te -1.1545 2.8055 -2.0108  -0.015
N -2.2767 -3.2831 -2.0178  0.134
C -1.2695 -3.0895 -2.8729  -0.795
S -0.4873 -1.6123 -2.9784  0.696
N -0.9537 -4.2002 -3.6044  0.068
C 0.0874 -4.4836 -4.5069  -0.247
C 0.9083 -3.5419 -5.1207  -0.050
C 1.9149 -3.9712 -5.9762  -0.080
C 2.1140 -5.3141 -6.2514  -0.105
C 1.2756 -6.2498 -5.6593  -0.101
C 0.2769 -5.8383 -4.7976  -0.050
H -2.5624 -2.5155 -1.4286  0.034
H -2.7416 -4.1669 -1.9007  0.116
H -1.4733 -5.0262 -3.3518  0.130
H 0.7750 -2.4910 -4.9262  0.042
H 2.5510 -3.2231 -6.4329  0.104
H 2.9052 -5.6281 -6.9191  0.096
H 1.4024 -7.3061 -5.8597  0.099
H -0.3618 -6.5789 -4.3274  0.108
C -4.7196 3.1329 3.2065  -0.068
N -4.8833 3.9766 2.0444  -0.206
C -4.3693 5.2526 1.9452  -0.105
C -4.5296 5.6216 0.6635  -0.094
N -5.1323 4.5558 0.0302  -0.192
C -5.3584 4.4861 -1.3969  -0.057
C -5.3594 3.4987 0.8583  -0.074
Se -2.0413 2.5185 0.4046  -0.284
H -5.0968 3.6294 4.1028  0.077
H -3.6663 2.8759 3.3389  0.070
H -5.2798 2.2189 3.0282  0.077
H -3.9017 5.7647 2.7684  0.107
H -4.2295 6.5171 0.1475  0.110
H -6.0876 5.2337 -1.7172  0.077
H -5.7318 3.4884 -1.6121  0.065
H -4.4162 4.6206 -1.9304  0.072



Molecular formula: C21H35BrF7N3O6RuS2Si
Method: DFT, ωB97M-V/def2-TZVPD

## Properties
Charge: +1
Orbital gap (spin up / spin down): 9.43 / 6.33 eV
Spin multiplicity: 6
Largest force on an atom: 0.01012 Eh/bohr

Last column: Löwdin spin population.
Element x y z (Å)
Ru 0.9505 0.6129 0.6810  4.003
F -0.7748 5.6584 0.2515  0.000
C -0.7344 4.9587 1.3781  0.002
F 0.5340 4.7970 1.7450  0.000
F -1.3970 5.5909 2.3271  0.001
S -1.5000 3.3046 1.0568  0.006
O -0.4791 2.5958 0.2866  0.049
O -2.7671 3.5362 0.4712  0.006
N -1.6160 2.6872 2.5334  0.006
S -0.6540 1.5201 2.8420  0.018
O -0.8966 0.3001 2.0435  0.088
O 0.7829 1.8090 2.7464  0.076
C -1.0542 1.1165 4.6136  0.002
F -2.1267 0.3499 4.6360  0.002
F -0.0164 0.4629 5.1048  0.001
F -1.2602 2.2251 5.2886  0.001
C 0.4563 -3.5362 -3.2448  0.000
C -0.9450 -2.9069 -3.2346  0.005
C -0.9343 -1.7973 -4.3000  0.004
C -1.9645 -3.9689 -3.7105  0.002
Si -1.4767 -2.3498 -1.4884  0.018
Br -0.2091 -0.2768 -1.3907  0.173
C -3.2328 -1.6453 -1.3007  0.004
C -3.7019 -0.9098 -2.5662  0.001
C -3.3937 -0.6820 -0.1146  0.001
C -4.1897 -2.8404 -1.0790  0.001
C -0.8249 -3.3764 -0.0272  0.002
C -1.4988 -3.0202 1.3080  0.000
C 0.6904 -3.2461 0.1877  0.002
C -1.1535 -4.8577 -0.3303  0.001
H 0.6983 -3.8171 -4.2716  0.000
H 0.5329 -4.4389 -2.6392  0.000
H 1.2223 -2.8334 -2.9117  0.000
H -0.6625 -2.2589 -5.2515  0.000
H -0.1865 -1.0291 -4.1013  0.002
H -1.8984 -1.3148 -4.4397  0.000
H -1.6204 -4.3724 -4.6655  0.000
H -2.9497 -3.5370 -3.8831  0.000
H -2.0743 -4.8115 -3.0282  0.000
H -3.0483 -0.0797 -2.8406  0.001
H -4.6908 -0.4897 -2.3728  0.000
H -3.7972 -1.5729 -3.4254  0.000
H -2.7366 0.1851 -0.1858  0.000
H -3.2250 -1.1585 0.8510  0.000
H -4.4192 -0.3075 -0.1213  0.000
H -4.1767 -3.5515 -1.9062  0.000
H -5.2093 -2.4557 -1.0037  0.000
H -3.9860 -3.3834 -0.1573  0.000
H -1.3308 -1.9830 1.5987  0.000
H -1.0638 -3.6550 2.0835  0.000
H -2.5717 -3.2054 1.3099  0.000
H 0.9735 -2.2486 0.5409  0.001
H 1.2869 -3.4657 -0.6942  0.000
H 0.9870 -3.9476 0.9707  0.000
H -2.2201 -5.0314 -0.4775  0.000
H -0.8510 -5.4513 0.5354  0.000
H -0.6171 -5.2513 -1.1930  0.000
O 5.8024 3.1685 4.7661  0.000
C 6.1093 3.9318 3.6265  0.000
N 5.1007 3.5515 2.6582  0.000
C 5.0527 4.1447 1.4507  0.000
O 5.8468 4.9914 1.0910  0.001
C 3.9448 3.7133 0.5226  0.004
C 3.5786 4.5813 -0.5002  0.007
C 2.5595 4.2202 -1.3641  0.006
C 1.9309 3.0060 -1.1769  0.015
N 2.3049 2.1470 -0.2201  0.121
C 3.2964 2.4995 0.6160  0.017
H 6.4684 3.3262 5.4418  0.000
H 7.1011 3.6992 3.2274  0.000
H 6.0422 5.0074 3.8239  0.000
H 4.3609 2.9625 3.0047  0.000
H 4.1078 5.5204 -0.5930  0.000
H 2.2436 4.8714 -2.1656  0.001
H 1.1095 2.6915 -1.8076  0.001
H 3.5731 1.7505 1.3496  0.001
F 2.4883 -0.4297 1.2142  0.344



Molecular formula: C48H48AsCl3KNOP
Method: DFT, ωB97M-V/def2-TZVPD

## Properties
Charge: -1
Orbital gap: 5.95 eV
Largest force on an atom: 0.04107 Eh/bohr

Last column: Löwdin charge in e.
Element x y z (Å)
K -0.6829 -0.3625 0.2752  0.482
C 1.7921 -3.8232 1.5772  -0.103
C 1.1295 -2.9680 2.4455  -0.091
C 1.5272 -1.6412 2.5543  -0.090
C 2.5915 -1.1736 1.7972  -0.075
C 3.2715 -2.0381 0.9475  -0.096
C 2.8668 -3.3591 0.8296  -0.105
H 1.4682 -4.8531 1.4835  0.102
H 0.2927 -3.3261 3.0281  0.096
H 1.0195 -0.9827 3.2437  0.088
H 2.9152 -0.1442 1.8983  0.094
H 4.1236 -1.6852 0.3844  0.092
H 3.3892 -4.0247 0.1516  0.097
Cl -2.5144 -4.3908 1.6525  0.679
C -3.3805 -2.9037 1.3953  -0.599
C -4.7036 -2.9679 0.9760  -0.161
C -5.4082 -1.8124 0.7644  -0.624
Cl -7.0591 -1.9276 0.1930  0.630
C -4.8241 -0.5507 0.9966  -0.181
C -5.5091 0.6723 0.8327  -0.040
C -4.8626 1.8445 1.0932  -0.057
C -3.5244 1.8009 1.5146  -0.186
N -2.8551 0.6873 1.6888  0.071
C -3.4687 -0.4883 1.4344  -0.179
C -2.6676 -1.6999 1.6015  -0.483
O -1.4377 -1.6594 1.8760  -0.271
H -5.1748 -3.9272 0.8112  0.098
H -6.5373 0.6607 0.4976  0.081
H -5.3559 2.7990 0.9659  0.102
H -2.9845 2.7206 1.6945  0.087
Cl -2.2325 1.3921 -1.3383  0.393
C -0.9534 2.5287 -0.6919  -0.673
H -1.3815 3.5236 -0.8646  -0.036
H -0.1488 2.4076 -1.4320  -0.063
C -1.7820 5.6152 4.2433  -0.109
C -0.9368 5.9361 3.1930  -0.096
C -0.4033 4.9330 2.3934  -0.089
C -0.7001 3.5955 2.6335  -0.359
C -1.5594 3.2868 3.6885  -0.142
C -2.0970 4.2840 4.4852  -0.091
As 0.1837 2.1291 1.6810  1.268
C 1.3828 1.9030 3.2948  -0.299
C 1.0822 1.2726 4.4962  -0.119
C 2.0710 1.0441 5.4418  -0.097
C 3.3866 1.4095 5.1751  -0.100
C 3.7086 2.0215 3.9753  -0.045
C 2.7066 2.2835 3.0421  -0.225
C 2.8876 2.9755 1.7575  -0.196
C 4.0839 3.5435 1.3236  -0.039
C 4.1351 4.2475 0.1319  -0.101
C 2.9839 4.3982 -0.6306  -0.096
C 1.7939 3.8163 -0.2169  -0.114
C 1.7298 3.0875 0.9652  -0.302
H -2.1962 6.3966 4.8689  0.092
H -0.6807 6.9710 2.9989  0.095
H 0.2529 5.1968 1.5734  0.093
H -1.8177 2.2504 3.8744  0.095
H -2.7643 4.0252 5.2985  0.098
H 0.0633 0.9544 4.6958  0.100
H 1.8257 0.5698 6.3851  0.095
H 4.1617 1.2112 5.9057  0.092
H 4.7409 2.2836 3.7709  0.097
H 4.9803 3.4481 1.9249  0.098
H 5.0681 4.6888 -0.1973  0.094
H 3.0146 4.9720 -1.5492  0.095
H 0.9052 3.9402 -0.8212  0.068
C -0.0550 0.5285 -4.4031  -0.108
C -0.5440 -0.9276 -4.4089  -0.683
C -2.0490 -0.9182 -4.6941  -0.104
C 0.1953 -1.6938 -5.5036  -0.085
P -0.2983 -1.5291 -2.6231  1.123
C 1.5353 -1.7107 -2.6494  -0.352
C 2.2718 -2.7915 -3.1334  -0.102
C 3.6559 -2.7358 -3.2051  -0.087
C 4.3318 -1.5836 -2.8264  -0.097
C 3.6158 -0.4998 -2.3448  -0.087
C 2.2354 -0.5749 -2.2358  -0.115
C -1.0383 -3.2584 -2.4193  -0.679
C -0.3258 -3.8515 -1.1997  -0.111
C -2.5065 -3.0025 -2.0378  -0.098
C -1.0191 -4.2548 -3.5789  -0.088
H -0.2584 0.9888 -5.3750  0.085
H 1.0185 0.5844 -4.2203  0.067
H -0.5739 1.1070 -3.6344  0.045
H -2.2452 -0.3592 -5.6140  0.084
H -2.5916 -0.4346 -3.8782  0.066
H -2.4422 -1.9271 -4.8293  0.060
H -0.0466 -1.2443 -6.4725  0.083
H -0.0876 -2.7452 -5.5425  0.060
H 1.2750 -1.6295 -5.3710  0.073
H 1.7697 -3.6886 -3.4672  0.086
H 4.2091 -3.5890 -3.5799  0.099
H 5.4112 -1.5361 -2.9029  0.098
H 4.1297 0.4033 -2.0370  0.107
H 1.6833 0.2745 -1.8443  0.098
H -0.3149 -3.1378 -0.3706  0.056
H 0.7068 -4.1193 -1.4233  0.066
H -0.8496 -4.7462 -0.8567  0.074
H -2.5863 -2.2961 -1.2101  0.063
H -2.9734 -3.9395 -1.7207  0.090
H -3.0770 -2.6032 -2.8778  0.067
H -0.0119 -4.5075 -3.9088  0.060
H -1.5840 -3.8887 -4.4367  0.062
H -1.4976 -5.1807 -3.2436  0.086



Results for ΔE to the lowest compared entry with this formula, charge and spin: 47.5, 28.7, 132.7 (in kJ/mol, following the order of the records).